The molecule C3H6NOP at a distorted geometry, computed with ωB97M-V/def2-TZVPD.

For the energy relative to the best compared isomer or geometry (same formula, charge and spin), the calculation gives 69.27 kcal per mole. Its SMILES is O=CC/C=N\P. For the HOMO energy, the calculation gives -8.2 eV.

```
! wB97M-V def2-TZVPD RIJCOSX def2/J DEFGRID3
* xyz 0 1
C 0.62 -0.73 -1.50
C -1.14 0.18 0.53
C -0.71 -0.88 -0.85
N -0.48 0.89 1.29
O 1.54 0.00 -1.13
P 1.31 1.01 1.37
H 0.61 -1.23 -2.48
H -0.57 -1.98 -0.33
H -2.29 0.22 0.64
H -1.40 -0.69 -1.61
H 1.35 0.91 2.79
H 1.16 2.30 1.27
*
```